C21H31N3O4S in the gas phase, computed with ωB97M-V/def2-TZVPD.

Last column: Löwdin charge in e.
Positions of all 60 atoms, in Å:
C1 -7.23 -2.85 0.30  -0.094
H1 -6.67 -3.54 0.93  0.079
H2 -7.11 -3.16 -0.73  0.079
C2 -6.71 -1.43 0.49  -0.164
C3 -5.24 -1.34 0.12  -0.424
O1 -4.60 -2.30 -0.26  0.084
N1 -4.68 -0.10 0.25  0.020
C4 -3.36 0.23 -0.04  -0.130
C5 -2.35 -0.60 -0.52  0.033
C6 -1.10 -0.03 -0.75  -0.037
C7 -0.88 1.31 -0.50  -0.275
C8 -1.88 2.14 -0.02  -0.004
C9 -3.12 1.59 0.21  -0.144
C10 -4.37 2.24 0.71  -0.079
H3 -4.68 3.05 0.06  0.122
H4 -4.23 2.65 1.71  0.122
C11 -5.40 1.09 0.71  -0.113
H5 -5.80 0.91 1.72  0.123
H6 -6.24 1.30 0.04  0.124
H7 -1.67 3.18 0.16  0.125
S1 0.72 2.02 -0.78  0.676
O2 0.58 3.23 -1.55  -0.279
O3 1.61 1.00 -1.27  -0.303
N2 1.17 2.48 0.78  -0.131
H8 1.34 3.48 0.80  0.109
C12 2.22 1.71 1.40  -0.224
C13 3.61 2.03 0.84  -0.078
C14 4.52 0.80 0.83  -0.496
O4 5.51 0.69 1.52  0.064
N3 4.10 -0.14 -0.04  0.116
H9 3.29 0.05 -0.61  0.090
C15 4.81 -1.38 -0.25  -0.297
C16 4.76 -2.30 0.98  -0.152
C17 3.37 -2.69 1.46  -0.195
C18 2.51 -3.40 0.42  -0.194
H10 3.09 -4.18 -0.08  0.114
C19 1.93 -2.43 -0.62  -0.207
H11 1.00 -2.85 -1.01  0.106
H12 1.66 -1.51 -0.10  0.079
C20 2.84 -2.11 -1.81  -0.190
H13 2.52 -1.15 -2.22  0.090
C21 4.35 -2.08 -1.53  -0.142
H14 4.73 -3.10 -1.51  0.111
H15 4.82 -1.58 -2.39  0.115
H16 2.68 -2.86 -2.59  0.111
H17 1.68 -3.89 0.93  0.107
H18 3.49 -3.35 2.33  0.109
H19 2.84 -1.80 1.81  0.103
H20 5.33 -3.20 0.75  0.117
H21 5.27 -1.78 1.80  0.105
H22 5.87 -1.12 -0.37  0.148
H23 4.10 2.81 1.44  0.121
H24 3.51 2.38 -0.18  0.114
H25 2.18 1.88 2.48  0.127
H26 1.96 0.66 1.21  0.102
H27 -0.29 -0.63 -1.14  0.096
H28 -2.54 -1.64 -0.72  0.105
H29 -7.27 -0.74 -0.14  0.117
H30 -6.83 -1.11 1.53  0.116
H31 -8.28 -2.90 0.57  0.073

Values from the calculation:
E   -1682.27822 Ha
Strongest force on any atom   0.9 eV/Å
SMILES   CCC(=O)N1CCc2cc(S(=O)(=O)NCCC(=O)NC3CCCCCC3)ccc21
Energy relative to the best compared isomer or geometry (same formula, charge and spin)   43.9 kJ/mol

***

2 unconnected molecules or ions with the total composition C2H3ClN, computed with ωB97M-V/def2-TZVPD.

Last column: Löwdin charge in e.
Positions of all 7 atoms, in Å:
C1 -1.49 -0.19 -0.38  0.320
C2 0.90 0.27 0.07  -0.591
N1 -0.42 0.17 -0.25  -0.020
Cl1 1.78 -0.87 -0.86  0.727
H1 -2.55 -0.27 -0.18  0.156
H2 1.33 1.28 0.16  0.118
H3 0.45 -0.38 1.44  0.290

Values from the calculation:
E   -592.52390 Ha
Strongest force on any atom   4.9 eV/Å
Energy relative to the best compared isomer or geometry (same formula, charge and spin)   186.0 kJ/mol
Total charge   +1